1.
The following is a DFT calculation (ωB97M-V with the def2-TZVPD basis set) of a 6-piece molecular cluster, C25H52BN3O6 overall at a distorted geometry.

Geometry (Å):
C: 0.280 1.222 -0.335
B: 1.400 0.079 -0.670
O: 1.573 -0.487 -2.016
C: 2.395 -0.567 0.475
C: 3.603 0.248 1.031
N: 4.556 -0.189 2.003
C: 4.224 -1.534 2.398
C: 5.173 -2.213 3.478
C: 4.948 -3.666 4.014
C: 3.711 -4.499 3.505
C: 3.357 -5.999 3.952
N: 2.987 -6.098 5.412
C: 2.780 -3.832 2.467
C: 3.015 -2.369 1.908
N: 2.074 -1.886 0.930
H: 0.684 2.257 -0.648
H: -0.669 0.930 -0.935
H: 0.064 1.166 0.789
H: 2.274 0.017 -2.485
H: 3.755 1.311 0.603
H: 6.066 -1.599 3.878
H: 5.682 -4.104 4.769
H: 2.483 -6.374 3.288
H: 4.234 -6.707 3.759
H: 2.044 -6.538 5.431
H: 3.634 -6.817 5.803
H: 1.867 -4.415 2.067
C: -0.682 -6.415 2.666
C: -0.403 -7.540 3.650
C: -1.693 -8.160 4.162
O: 0.349 -7.031 4.752
H: -1.254 -5.612 3.142
H: 0.253 -5.971 2.315
H: -1.243 -6.778 1.800
H: 0.208 -8.308 3.166
H: -2.300 -7.418 4.690
H: -1.477 -8.959 4.876
H: -2.284 -8.575 3.341
H: -0.184 -6.350 5.187
C: -2.216 -0.135 -4.443
C: -1.672 1.161 -5.023
C: -0.429 0.912 -5.864
O: -1.353 2.059 -3.961
H: -1.478 -0.610 -3.788
H: -3.101 0.061 -3.831
H: -2.486 -0.839 -5.234
H: -2.440 1.641 -5.635
H: 0.371 0.473 -5.259
H: -0.042 1.853 -6.265
H: -0.646 0.239 -6.698
H: -0.673 1.642 -3.413
C: 4.224 3.815 2.868
C: 3.409 4.739 1.976
C: 3.886 6.178 2.087
O: 2.034 4.665 2.346
H: 4.126 4.102 3.920
H: 3.863 2.786 2.787
H: 5.282 3.837 2.597
H: 3.484 4.406 0.936
H: 3.777 6.548 3.112
H: 3.285 6.832 1.450
H: 4.935 6.271 1.793
H: 1.957 4.957 3.265
C: -3.841 3.767 1.123
C: -3.105 2.504 1.542
C: -3.613 1.985 2.879
O: -1.710 2.779 1.640
H: -3.690 4.568 1.854
H: -3.458 4.134 0.167
H: -4.914 3.583 1.022
H: -3.232 1.733 0.777
H: -3.454 2.724 3.670
H: -3.068 1.084 3.173
H: -4.679 1.749 2.831
H: -1.586 3.460 2.315
C: -3.383 4.080 -8.088
C: -4.722 3.467 -7.708
C: -5.807 4.528 -7.604
O: -4.597 2.793 -6.458
H: -3.054 4.799 -7.331
H: -2.611 3.308 -8.148
H: -3.442 4.591 -9.052
H: -5.009 2.720 -8.453
H: -5.562 5.262 -6.830
H: -6.761 4.075 -7.319
H: -5.939 5.052 -8.554
H: -4.343 3.445 -5.791

Properties
* SMILES string: CB(O)c1cnc2ccc(CN)cc2n1.CC(C)O.CC(C)O.CC(C)O.CC(C)O.CC(C)O
* relative energy (zero: lowest compared OMol25 entry of this formula, charge and spin): 0.0 kcal per mole

2.
The following is a DFT calculation (ωB97M-V with the def2-TZVPD basis set) of C25H52BrN3ORuSi3 as an isolated structure.

Geometry (Å):
Ru: 0.096 0.320 0.445
C: -0.855 3.787 0.824
O: -0.767 2.555 0.123
Si: -1.464 2.212 -1.372
C: -3.318 2.101 -1.106
C: -1.259 3.627 -2.573
C: -0.532 0.645 -1.674
Si: 1.123 0.904 -2.574
C: 0.876 1.191 -4.415
C: 2.278 -0.575 -2.407
C: 2.152 2.366 -1.994
Si: -1.622 -0.604 -2.594
C: -0.736 -2.134 -3.243
C: -3.085 -1.194 -1.543
C: -2.369 0.189 -4.129
H: -0.462 4.601 0.213
H: -0.253 3.717 1.729
H: -1.891 4.014 1.093
H: -3.653 3.051 -0.679
H: -3.641 1.305 -0.439
H: -3.858 1.980 -2.045
H: -1.864 4.487 -2.276
H: -1.625 3.306 -3.553
H: -0.233 3.966 -2.701
H: 0.372 0.370 -4.921
H: 1.850 1.321 -4.895
H: 0.299 2.101 -4.594
H: 1.903 -1.474 -2.896
H: 2.461 -0.830 -1.363
H: 3.233 -0.312 -2.872
H: 1.647 3.327 -2.072
H: 3.027 2.410 -2.649
H: 2.504 2.268 -0.970
H: -0.216 -2.731 -2.495
H: -0.018 -1.886 -4.026
H: -1.499 -2.770 -3.702
H: -2.894 -1.161 -0.467
H: -3.349 -2.224 -1.793
H: -3.966 -0.579 -1.733
H: -1.597 0.428 -4.860
H: -2.928 1.102 -3.931
H: -3.060 -0.513 -4.603
C: 4.662 -1.669 0.402
N: 3.966 -0.728 1.317
C: 4.939 0.014 2.162
C: 2.923 -1.402 2.178
C: 1.900 -2.143 1.364
C: 2.015 -3.538 1.411
C: 1.187 -4.373 0.689
C: 0.226 -3.796 -0.127
C: 0.103 -2.419 -0.164
C: 0.891 -1.531 0.587
H: 5.321 -1.096 -0.245
H: 3.929 -2.207 -0.191
H: 5.240 -2.366 1.005
H: 3.442 -0.022 0.779
H: 5.423 -0.696 2.830
H: 4.399 0.766 2.728
H: 5.678 0.486 1.520
H: 2.500 -0.611 2.791
H: 3.479 -2.091 2.815
H: 2.787 -3.974 2.037
H: 1.299 -5.447 0.752
H: -0.431 -4.414 -0.727
H: -0.675 -2.014 -0.793
Br: 1.855 1.687 1.507
C: -2.402 0.698 1.956
C: -3.334 0.575 3.187
N: -2.691 -0.183 4.250
C: -2.326 -1.489 3.720
C: -1.309 -1.352 2.561
N: -1.065 0.090 2.234
C: -0.523 0.739 3.465
C: -1.479 0.511 4.662
H: -2.240 1.734 1.681
H: -2.808 0.177 1.090
H: -4.262 0.073 2.912
H: -3.594 1.563 3.568
H: -3.232 -1.989 3.378
H: -1.902 -2.092 4.524
H: -1.669 -1.839 1.658
H: -0.349 -1.797 2.814
H: -0.396 1.797 3.245
H: 0.465 0.323 3.651
H: -1.757 1.466 5.108
H: -0.990 -0.082 5.436

Properties
* net charge: +1
* relative energy (zero: lowest compared OMol25 entry of this formula, charge and spin): 0.0 kcal per mole
* multiplicity: 2

3.
The following is a DFT calculation (ωB97M-V with the def2-TZVPD basis set) of a 4-piece molecular cluster, C25H52N4O2 overall at a distorted geometry.

Geometry (Å):
O: 8.504 2.786 0.122
C: 8.183 3.320 -0.893
O: 6.902 3.788 -1.164
C: 6.280 3.074 -2.255
C: 4.804 2.777 -1.804
C: 4.039 1.668 -2.400
C: 2.669 1.454 -1.882
C: 2.196 2.352 -0.833
N: 2.857 3.401 -0.267
C: 4.111 3.576 -0.748
H: 8.958 3.504 -1.699
H: 6.796 2.083 -2.406
H: 6.294 3.648 -3.220
H: 4.480 0.997 -3.180
H: 2.023 0.629 -2.250
H: 1.163 2.149 -0.444
H: 4.711 4.406 -0.293
C: -2.666 -3.266 2.280
C: -1.304 -2.587 2.203
N: -1.204 -1.607 1.134
C: 0.163 -1.182 0.866
C: 0.905 -0.427 1.970
C: -2.201 -0.546 1.139
C: -2.306 0.328 2.391
H: -2.941 -3.707 1.320
H: -2.638 -4.068 3.022
H: -3.452 -2.571 2.583
H: -0.564 -3.374 2.027
H: -1.069 -2.149 3.184
H: 0.179 -0.576 -0.047
H: 0.748 -2.074 0.616
H: 0.546 0.597 2.072
H: 1.968 -0.366 1.721
H: 0.828 -0.924 2.938
H: -3.181 -0.999 0.962
H: -2.045 0.100 0.269
H: -2.309 -0.258 3.311
H: -3.243 0.892 2.364
H: -1.499 1.058 2.446
C: -5.588 -10.492 3.773
C: -5.733 -9.032 3.364
N: -4.750 -8.156 3.983
C: -5.065 -6.741 3.837
C: -5.074 -6.154 2.425
C: -3.353 -8.510 3.778
C: -2.849 -8.622 2.337
H: -5.598 -10.599 4.860
H: -6.421 -11.073 3.372
H: -4.667 -10.935 3.389
H: -6.732 -8.710 3.675
H: -5.708 -8.966 2.267
H: -4.380 -6.154 4.459
H: -6.054 -6.571 4.279
H: -4.066 -6.029 2.033
H: -5.532 -5.161 2.444
H: -5.651 -6.762 1.726
H: -3.170 -9.469 4.274
H: -2.718 -7.803 4.321
H: -3.527 -9.192 1.700
H: -1.885 -9.138 2.327
H: -2.688 -7.643 1.886
C: 1.663 9.491 -5.306
C: 2.371 8.179 -4.994
N: 2.533 7.932 -3.570
C: 3.461 6.848 -3.274
C: 3.082 5.440 -3.734
C: 1.316 7.949 -2.772
C: 0.195 6.982 -3.159
H: 2.159 10.332 -4.817
H: 1.679 9.673 -6.383
H: 0.617 9.475 -4.994
H: 3.363 8.234 -5.454
H: 1.838 7.359 -5.495
H: 3.656 6.826 -2.196
H: 4.427 7.102 -3.725
H: 2.294 5.006 -3.119
H: 3.951 4.783 -3.642
H: 2.762 5.419 -4.777
H: 0.908 8.964 -2.797
H: 1.572 7.790 -1.720
H: -0.004 6.980 -4.232
H: -0.732 7.278 -2.659
H: 0.412 5.961 -2.843

Properties
* E: -1353.1501 Eh
* SMILES string: O=COCc1cccnc1.CCN(CC)CC.CCN(CC)CC.CCN(CC)CC

4.
The following is a DFT calculation (ωB97M-V with the def2-TZVPD basis set) of C25H52N5OPdSSi4 as an isolated structure at a distorted geometry.

Geometry (Å):
Pd: 0.838 -0.105 0.138
N: 3.293 0.375 -0.203
C: 4.147 1.293 0.560
C: 4.022 1.032 2.055
C: 2.664 1.462 2.623
C: 2.099 0.518 3.675
N: 1.517 -0.656 3.027
H: 3.707 -0.554 -0.188
H: 3.199 0.666 -1.168
H: 3.831 2.318 0.346
H: 5.195 1.207 0.256
H: 4.827 1.554 2.576
H: 4.186 -0.040 2.223
H: 1.935 1.471 1.807
H: 2.731 2.477 3.024
H: 1.303 1.023 4.224
H: 2.881 0.259 4.403
H: 0.937 -1.196 3.656
H: 2.215 -1.284 2.650
C: -2.426 3.282 1.718
Si: -2.674 2.023 0.310
C: -4.542 1.810 0.217
C: -2.117 2.809 -1.315
Si: -1.409 0.116 0.795
Si: -1.982 -1.205 -1.053
C: -2.007 -3.049 -0.665
C: -3.719 -0.933 -1.749
C: -0.789 -0.734 -2.453
Si: -2.305 -1.105 2.547
C: -2.072 -0.148 4.160
C: -1.392 -2.749 2.755
C: -4.145 -1.465 2.410
H: -2.489 4.318 1.371
H: -1.463 3.149 2.220
H: -3.201 3.140 2.477
H: -5.028 2.780 0.369
H: -4.917 1.126 0.980
H: -4.854 1.427 -0.754
H: -2.010 3.894 -1.213
H: -2.856 2.618 -2.098
H: -1.164 2.399 -1.655
H: -2.852 -3.235 0.004
H: -1.105 -3.419 -0.183
H: -2.172 -3.636 -1.575
H: -4.451 -0.846 -0.944
H: -4.022 -1.776 -2.382
H: -3.773 -0.029 -2.362
H: 0.235 -0.567 -2.084
H: -1.134 0.220 -2.862
H: -0.744 -1.461 -3.271
H: -1.018 0.107 4.301
H: -2.406 -0.711 5.038
H: -2.632 0.791 4.127
H: -0.485 -2.785 2.149
H: -2.019 -3.591 2.453
H: -1.108 -2.903 3.801
H: -4.733 -0.546 2.434
H: -4.467 -2.092 3.248
H: -4.387 -1.990 1.483
O: 1.113 1.939 -1.424
N: 1.178 3.136 -0.948
C: 1.736 4.129 -1.675
C: 1.799 5.415 -1.182
C: 1.276 5.704 0.068
C: 0.691 4.678 0.790
C: 0.648 3.402 0.267
H: 2.105 3.815 -2.639
H: 2.254 6.180 -1.795
H: 1.318 6.708 0.466
H: 0.246 4.847 1.761
H: 0.202 2.536 0.743
N: 4.205 -3.006 -0.362
C: 2.915 -2.918 -0.849
S: 1.617 -2.734 0.148
N: 2.895 -2.833 -2.208
C: 1.858 -3.157 -3.123
C: 0.713 -3.856 -2.771
C: -0.231 -4.144 -3.747
C: -0.051 -3.742 -5.061
C: 1.102 -3.052 -5.406
C: 2.053 -2.760 -4.442
H: 4.226 -3.162 0.635
H: 4.827 -3.619 -0.871
H: 3.772 -2.585 -2.638
H: 0.549 -4.171 -1.753
H: -1.125 -4.684 -3.463
H: -0.797 -3.969 -5.810
H: 1.265 -2.735 -6.428
H: 2.951 -2.215 -4.714

Properties
* relative energy (zero: lowest compared OMol25 entry of this formula, charge and spin): 16.6 kcal per mole
* multiplicity: 2

5.
The following is a DFT calculation (ωB97M-V with the def2-TZVPD basis set) of C25H53BClNP2Si2Tc as an isolated structure at a distorted geometry.

Geometry (Å):
Tc: 0.160 -0.285 -0.040
C: -1.325 -2.021 0.578
C: -1.080 -2.140 -0.827
C: 0.358 -2.413 -0.911
Si: -2.412 -1.846 -2.100
C: 0.912 -2.426 0.382
C: -0.139 -2.164 1.369
Si: -0.138 -1.900 3.214
H: -2.349 -1.924 1.019
H: 0.896 -2.617 -1.854
H: 1.965 -2.634 0.642
Cl: 2.937 3.693 -1.250
C: -1.853 -2.081 3.942
C: 1.055 -3.086 4.031
C: -4.127 -2.015 -1.368
C: -2.199 -3.024 -3.538
H: 0.878 -4.095 3.633
H: 0.848 -3.098 5.109
H: 2.109 -2.829 3.880
H: -2.589 -1.449 3.434
H: -1.818 -1.800 5.002
H: -2.171 -3.128 3.873
H: -1.995 -4.030 -3.148
H: -1.394 -2.742 -4.226
H: -3.143 -3.057 -4.098
H: -4.259 -3.030 -0.972
H: -4.861 -1.864 -2.170
H: -4.320 -1.291 -0.570
C: 0.407 -0.102 3.434
C: -2.176 -0.044 -2.629
P: 1.348 0.455 1.978
H: 0.998 -0.012 4.354
H: -0.490 0.528 3.537
P: -0.460 0.478 -2.319
H: -2.857 0.585 -2.034
H: -2.444 0.055 -3.688
C: -0.509 2.289 -2.718
C: 0.495 -0.467 -3.667
C: 2.994 -0.477 2.204
C: 1.592 2.262 2.322
C: 0.346 3.074 1.915
H: 2.417 2.560 1.662
C: 1.964 2.590 3.777
H: 1.203 2.212 4.465
H: 2.001 3.679 3.879
H: 2.939 2.200 4.073
H: 0.594 3.743 1.082
H: 0.015 3.692 2.760
H: -0.498 2.436 1.613
H: 2.659 -1.521 2.332
C: 3.780 -0.087 3.454
C: 3.914 -0.423 0.985
H: 3.181 -0.078 4.372
H: 4.263 0.890 3.328
H: 4.582 -0.825 3.600
H: 3.428 -0.774 0.068
H: 4.776 -1.082 1.167
H: 4.303 0.588 0.820
H: 0.188 -1.511 -3.485
C: 2.012 -0.387 -3.515
C: 0.102 -0.116 -5.101
H: -0.980 -0.080 -5.273
H: 0.510 -0.892 -5.766
H: 0.550 0.836 -5.411
H: 2.360 -0.750 -2.541
H: 2.379 0.634 -3.671
H: 2.476 -1.026 -4.281
C: -1.134 3.095 -1.562
C: -1.230 2.635 -4.030
H: 0.545 2.579 -2.800
H: -2.249 2.235 -4.033
H: -0.705 2.281 -4.918
H: -1.296 3.726 -4.103
H: -1.421 2.467 -0.706
H: -2.037 3.613 -1.912
H: -0.418 3.850 -1.213
C: 1.532 1.198 -0.620
H: 0.773 2.101 -0.331
H: 1.852 1.216 -1.775
H: 2.566 1.260 -0.017
B: -3.991 0.664 1.476
C: -2.588 0.665 1.020
N: -1.452 0.581 0.623
H: -4.263 -0.446 1.920
H: -4.710 0.937 0.522
H: -4.084 1.510 2.343

Properties
* E: -2866.5940 Eh
* multiplicity: 4